Entry 1:
2 unconnected molecules or ions with the total composition C4H12 in a non-equilibrium geometry. Source: the Open Molecules 2025 dataset; level of theory: ωB97M-V/def2-TZVPD.

HOMO-LUMO gap ... 12.803 eV
Multiplicity ... 1
SMILES ... CC.CC
E_HOMO ... -0.428 Ha

CARTESIAN COORDINATES (ANGSTROEM)
1 C -2.1689 0.5966 -1.3825
2 C -1.0921 1.4983 -0.7305
3 H -2.5017 1.0486 -2.3165
4 H -1.7360 -0.3745 -1.6284
5 H -3.0649 0.5146 -0.7657
6 H -1.3516 2.5368 -0.9027
7 H -0.1015 1.1759 -1.0410
8 H -1.1166 1.3966 0.3662
9 C 2.2500 -0.9188 0.6246
10 C 1.0232 -1.2332 1.4645
11 H 2.5494 0.1295 0.7632
12 H 3.0956 -1.5413 0.8921
13 H 2.0742 -1.0024 -0.4425
14 H 0.4083 -2.0338 1.0763
15 H 0.3931 -0.3426 1.5394
16 H 1.3395 -1.4502 2.4835

---

Entry 2:
2 unconnected molecules or ions with the total composition C4H12 in a non-equilibrium geometry. Source: the Open Molecules 2025 dataset; level of theory: ωB97M-V/def2-TZVPD.

HOMO-LUMO gap ... 12.666 eV
Multiplicity ... 1
SMILES ... CC.CC
E_HOMO ... -0.423 Ha

CARTESIAN COORDINATES (ANGSTROEM)
1 C 0.9958 2.0226 -0.1652
2 C -0.1055 2.0099 0.8865
3 H 1.9513 1.6590 0.2080
4 H 0.6777 1.3533 -0.9618
5 H 1.1292 3.0021 -0.6193
6 H -1.0683 2.1919 0.4238
7 H 0.0981 2.6663 1.7343
8 H -0.1747 1.0282 1.3562
9 C -0.4785 -1.6393 0.3278
10 C -0.4643 -2.3396 -1.0332
11 H 0.5017 -1.7247 0.7969
12 H -0.7522 -0.6050 0.1705
13 H -1.1795 -2.0792 1.0383
14 H -1.4458 -2.5230 -1.4557
15 H 0.1399 -3.2537 -0.9900
16 H 0.1751 -1.7689 -1.7170

---

Entry 3:
A molecular structure, C4H12BCa2F5O2 in a non-equilibrium geometry. Source: the Open Molecules 2025 dataset; level of theory: ωB97M-V/def2-TZVPD.

Expectation value of S² ... 0.754
Net charge ... +3
HOMO-LUMO gap (alpha / beta) ... 4.978 / 3.218 eV
Multiplicity ... 2
E_HOMO (alpha / beta) ... -0.702 / -0.702 Ha

CARTESIAN COORDINATES (ANGSTROEM)
1 Ca 5.4827 -17.0241 1.1167
2 Ca 3.8661 -14.3498 2.9656
3 B 3.5560 -16.0214 5.5736
4 F 2.8040 -15.1078 4.9465
5 F 2.8155 -16.7941 6.4355
6 F 4.2039 -16.7201 4.6003
7 F 4.5316 -15.5649 6.4132
8 F 5.9727 -15.2701 2.6626
9 C 8.9196 -16.4975 4.1423
10 C 9.4864 -15.3231 3.3338
11 O 8.6586 -15.0279 2.2753
12 H 9.4322 -16.6160 5.0970
13 H 9.0574 -17.5024 3.7431
14 H 7.8634 -16.3702 4.3793
15 H 10.4320 -15.6043 2.8705
16 H 9.7751 -14.4843 3.9672
17 H 7.7531 -15.0656 2.5920
18 C 6.5914 -11.3930 5.3478
19 C 6.0010 -12.7380 4.7743
20 O 4.6655 -12.5967 4.4195
21 H 6.5420 -10.6248 4.5762
22 H 7.6385 -11.6134 5.5553
23 H 6.1380 -11.1426 6.3069
24 H 5.9069 -13.4850 5.5624
25 H 6.4424 -13.1127 3.8508
26 H 4.1505 -12.3316 5.1850

---

Entry 4:
A molecular structure, C4H12BCs2O2S in a non-equilibrium geometry. Source: the Open Molecules 2025 dataset; level of theory: ωB97M-V/def2-TZVPD.

Net charge ... +1
HOMO-LUMO gap ... 8.152 eV
Multiplicity ... 1
E_HOMO ... -0.442 Ha

CARTESIAN COORDINATES (ANGSTROEM)
1 Cs 0.2952 -3.0892 2.6830
2 Cs 3.1316 -2.0783 1.1100
3 B 0.6552 -1.4057 1.0366
4 H 1.5140 -0.8164 0.7547
5 H 0.9401 -1.8604 1.9728
6 H -0.2167 -0.8058 1.2466
7 H 0.4020 -2.1154 0.2643
8 C -0.1953 -0.2284 -1.3636
9 C -1.5241 0.5597 -1.3327
10 C -1.4936 1.2584 0.0432
11 S 0.1182 1.9885 0.2356
12 O 0.4774 1.9069 1.6711
13 O 0.2153 3.2394 -0.5954
14 C 0.9020 0.5963 -0.6732
15 H 0.0752 -0.5739 -2.3614
16 H -0.5185 -1.1145 -0.8172
17 H -2.2864 -0.2012 -1.4997
18 H -1.6690 1.2128 -2.1932
19 H -1.7006 0.4689 0.7657
20 H -2.2193 2.0502 0.2292
21 H 1.3896 0.0664 0.1451
22 H 1.7074 0.9415 -1.3215

---

Entry 5:
2 unconnected molecules or ions with the total composition C4H12BN. Source: the Open Molecules 2025 dataset; level of theory: ωB97M-V/def2-TZVPD.

HOMO-LUMO gap (alpha / beta) ... 8.174 / 7.439 eV
Multiplicity ... 1
E_HOMO (alpha / beta) ... -0.289 / -0.248 Ha

CARTESIAN COORDINATES (ANGSTROEM)
1 B -1.1617 -0.0234 -0.0156
2 C 2.4133 -1.2258 2.3418
3 C -1.7437 1.2207 -2.2504
4 C 2.0250 0.1837 2.1138
5 C -1.1428 1.3203 -0.8384
6 N -1.4759 -1.2801 -0.4489
7 H 3.4898 -1.3095 2.5012
8 H 1.8990 -1.6369 3.2102
9 H 2.1716 -1.8706 1.4832
10 H -1.6734 2.1764 -2.7582
11 H -1.2027 0.4844 -2.8461
12 H -2.7883 0.9343 -2.2038
13 H 1.0100 0.4862 2.2955
14 H 2.5967 0.7711 1.4192
15 H -0.1064 1.6580 -0.9261
16 H -1.6619 2.1194 -0.3035
17 H -1.4356 -2.1110 0.1208
18 H -1.7666 -1.4987 -1.3973

---

Entry 6:
3 unconnected molecules or ions with the total composition C4H12BrFN5O7PS in a non-equilibrium geometry. Source: the Open Molecules 2025 dataset; level of theory: ωB97M-V/def2-TZVPD.

HOMO-LUMO gap ... 10.062 eV
Multiplicity ... 1
SMILES ... O=C(Br)CN(P(O)O)S(=O)(=O)F.NC(N)=O.NC(N)=O
E_HOMO ... -0.357 Ha

CARTESIAN COORDINATES (ANGSTROEM)
1 O 2.7459 -2.3783 0.9698
2 C 1.6257 -2.6426 0.7668
3 Br 0.7244 -3.8382 2.0168
4 C 0.8907 -2.1537 -0.4759
5 N -0.1274 -1.0637 -0.3527
6 P -1.7779 -1.7755 -0.3196
7 O -2.7161 -0.4805 -0.1714
8 O -1.9949 -2.3705 1.1801
9 S 0.2372 0.1299 0.7305
10 O -0.6519 1.2246 0.5261
11 O 1.6324 0.3865 0.6875
12 F -0.1047 -0.4811 2.1188
13 H 1.6666 -1.7626 -1.1347
14 H 0.3996 -2.9801 -0.9931
15 H -3.3023 -0.6364 0.5876
16 H -1.8767 -3.3301 1.1247
17 N 4.3267 0.9532 -2.6433
18 C 3.6226 -0.1409 -3.0504
19 N 3.5984 -0.3614 -4.3991
20 O 3.0525 -0.8720 -2.2566
21 H 4.8024 1.5688 -3.2741
22 H 4.3562 1.1376 -1.6573
23 H 3.0879 -1.1591 -4.7265
24 H 4.0615 0.2306 -5.0612
25 N -3.1053 3.6821 3.1785
26 C -4.0395 2.8803 2.5763
27 N -3.5321 1.9973 1.6645
28 O -5.2273 2.9524 2.8363
29 H -2.1258 3.6330 2.9722
30 H -3.4356 4.3443 3.8538
31 H -4.1856 1.3993 1.1994
32 H -2.5543 1.9277 1.4396

---

Entry 7:
A molecular structure, C4H12BrLiO4 in a non-equilibrium geometry. Source: the Open Molecules 2025 dataset; level of theory: ωB97M-V/def2-TZVPD.

HOMO-LUMO gap ... 5.641 eV
Multiplicity ... 1
E_HOMO ... -0.296 Ha

CARTESIAN COORDINATES (ANGSTROEM)
1 Li -1.0480 2.4890 -6.5065
2 Br -0.3208 -0.2236 -4.2727
3 C 0.9117 2.0032 0.5713
4 C 0.7753 3.4781 0.6773
5 O 1.8789 4.1961 0.9755
6 O 1.6564 1.4970 -0.5159
7 H -0.0931 1.5828 0.5276
8 H 1.2374 1.5276 1.4964
9 H 0.0272 3.6666 1.4473
10 H 0.4226 3.7885 -0.3062
11 H 2.6350 3.6721 0.7011
12 H 1.1604 1.2134 -1.2874
13 C -1.0197 -3.4899 0.1362
14 C -1.4860 -2.5006 1.2201
15 O -0.6848 -2.3845 2.3571
16 O 0.2715 -3.2682 -0.3631
17 H -1.6342 -3.4863 -0.7640
18 H -1.0986 -4.5261 0.4649
19 H -2.4216 -2.7612 1.7148
20 H -1.6792 -1.6252 0.6002
21 H 0.2458 -2.1803 2.2389
22 H 0.2636 -2.6686 -1.1128

---

Entry 8:
A molecular structure, C4H12ClLi3O6 in a non-equilibrium geometry. Source: the Open Molecules 2025 dataset; level of theory: ωB97M-V/def2-TZVPD.

Net charge ... +2
HOMO-LUMO gap ... 7.619 eV
Multiplicity ... 1
E_HOMO ... -0.550 Ha

CARTESIAN COORDINATES (ANGSTROEM)
1 Li -3.3112 0.2454 1.7927
2 Li -1.0999 1.1120 5.2502
3 Li 2.0966 -1.5720 0.0151
4 Cl -0.4528 -0.3244 2.5462
5 O -1.1021 0.9059 2.3532
6 O 0.4917 -0.6189 1.5765
7 O 0.0973 -0.1708 3.8124
8 O -1.4513 -1.3077 2.5230
9 C 0.8936 -4.5346 -1.9343
10 C 0.6341 -3.0622 -2.0357
11 O 0.5424 -2.5795 -0.7971
12 H 1.8635 -4.6542 -1.4515
13 H 1.0043 -4.8644 -2.9673
14 H 0.1381 -5.1094 -1.3988
15 H -0.3117 -2.7961 -2.5076
16 H 1.4575 -2.5222 -2.5033
17 H -0.3457 -2.2615 -0.6189
18 C 0.6412 4.3410 -0.4715
19 C -0.3926 3.2133 -0.2431
20 O -1.4038 3.4016 -1.1786
21 H 1.2869 4.4483 0.4001
22 H 0.1576 5.3048 -0.6307
23 H 1.3315 4.0636 -1.2682
24 H -0.8163 3.1383 0.7584
25 H 0.1015 2.2424 -0.2797
26 H -2.0500 3.9611 -0.7416

---

Entry 9:
2 unconnected molecules or ions with the total composition C4H12ClNSi in a non-equilibrium geometry. Source: the Open Molecules 2025 dataset; level of theory: ωB97M-V/def2-TZVPD.

HOMO-LUMO gap ... 9.301 eV
Multiplicity ... 1
SMILES ... C/N=[SiH]\C(C)C.Cl
E_HOMO ... -0.339 Ha

CARTESIAN COORDINATES (ANGSTROEM)
1 C -0.9118 2.8198 0.2510
2 N -1.2283 1.4357 0.6304
3 Si -0.5025 0.0075 0.7708
4 C 1.0159 -0.8638 0.1385
5 C 1.3111 -0.4268 -1.2642
6 C 1.0871 -2.4264 0.3581
7 H -0.5629 3.2615 1.1808
8 H -0.0515 2.8228 -0.4209
9 H -1.6800 3.3973 -0.2407
10 H -1.0707 -0.9884 1.6068
11 H 1.9421 -0.5772 0.7364
12 H 0.4576 0.0046 -1.8155
13 H 2.1811 0.2935 -1.3286
14 H 1.6628 -1.2845 -1.8700
15 H 0.1737 -2.8390 0.7896
16 H 2.0269 -2.6866 0.7583
17 H 1.1449 -2.8988 -0.6818
18 Cl -4.1346 0.3939 0.0707
19 H -2.8612 0.5549 0.3304

---

Entry 10:
A molecular structure, C4H12ClO2P3S in a non-equilibrium geometry. Source: the Open Molecules 2025 dataset; level of theory: ωB97M-V/def2-TZVPD.

HOMO-LUMO gap ... 6.871 eV
Multiplicity ... 1
E_HOMO ... -0.288 Ha

CARTESIAN COORDINATES (ANGSTROEM)
1 C 1.9474 1.7909 -0.4065
2 C -2.4899 -2.1152 0.7218
3 C -0.8815 0.2475 0.1036
4 C 1.9518 0.2992 -0.3728
5 O 3.1211 -0.2159 1.9222
6 O 3.4468 -1.7765 0.0845
7 P -3.5656 0.9100 1.0757
8 P 0.5893 -0.4718 0.2584
9 P -2.5888 -0.5401 -0.2075
10 S 3.3131 -0.4305 0.5058
11 Cl 4.9699 0.4656 -0.1581
12 H 1.9853 2.1338 -1.4938
13 H 1.0172 2.1459 -0.1120
14 H 2.9076 2.0493 0.0671
15 H -3.2805 -2.9244 0.4999
16 H -2.6659 -1.7407 1.7548
17 H -1.6120 -2.5811 0.5379
18 H 0.2405 1.0400 -3.4431
19 H -0.8970 1.3402 0.2283
20 H 0.6002 0.8137 -2.7880
21 H -4.2501 1.3280 -0.0560
22 H -4.5456 0.0439 1.4190
23 H 0.6868 -1.8120 -0.1411

---

What did the fourth record say?
A molecular structure, C4H12BCs2O2S in a non-equilibrium geometry. Source: the Open Molecules 2025 dataset; level of theory: ωB97M-V/def2-TZVPD.

Net charge ... +1
HOMO-LUMO gap ... 8.152 eV
Multiplicity ... 1
E_HOMO ... -0.442 Ha

CARTESIAN COORDINATES (ANGSTROEM)
1 Cs 0.2952 -3.0892 2.6830
2 Cs 3.1316 -2.0783 1.1100
3 B 0.6552 -1.4057 1.0366
4 H 1.5140 -0.8164 0.7547
5 H 0.9401 -1.8604 1.9728
6 H -0.2167 -0.8058 1.2466
7 H 0.4020 -2.1154 0.2643
8 C -0.1953 -0.2284 -1.3636
9 C -1.5241 0.5597 -1.3327
10 C -1.4936 1.2584 0.0432
11 S 0.1182 1.9885 0.2356
12 O 0.4774 1.9069 1.6711
13 O 0.2153 3.2394 -0.5954
14 C 0.9020 0.5963 -0.6732
15 H 0.0752 -0.5739 -2.3614
16 H -0.5185 -1.1145 -0.8172
17 H -2.2864 -0.2012 -1.4997
18 H -1.6690 1.2128 -2.1932
19 H -1.7006 0.4689 0.7657
20 H -2.2193 2.0502 0.2292
21 H 1.3896 0.0664 0.1451
22 H 1.7074 0.9415 -1.3215

---

Copy entry 1 word for word.
2 unconnected molecules or ions with the total composition C4H12 in a non-equilibrium geometry. Source: the Open Molecules 2025 dataset; level of theory: ωB97M-V/def2-TZVPD.

HOMO-LUMO gap ... 12.803 eV
Multiplicity ... 1
SMILES ... CC.CC
E_HOMO ... -0.428 Ha

CARTESIAN COORDINATES (ANGSTROEM)
1 C -2.1689 0.5966 -1.3825
2 C -1.0921 1.4983 -0.7305
3 H -2.5017 1.0486 -2.3165
4 H -1.7360 -0.3745 -1.6284
5 H -3.0649 0.5146 -0.7657
6 H -1.3516 2.5368 -0.9027
7 H -0.1015 1.1759 -1.0410
8 H -1.1166 1.3966 0.3662
9 C 2.2500 -0.9188 0.6246
10 C 1.0232 -1.2332 1.4645
11 H 2.5494 0.1295 0.7632
12 H 3.0956 -1.5413 0.8921
13 H 2.0742 -1.0024 -0.4425
14 H 0.4083 -2.0338 1.0763
15 H 0.3931 -0.3426 1.5394
16 H 1.3395 -1.4502 2.4835

---

What is the multiplicity in the first record?
1